No. 1
Here is an isolated molecule of C8H12N4O from the Open Molecules 2025 dataset. Energies are from wB97M-V/def2-TZVPD.

The geometry in ORCA input format:
```
! RIJCOSX wB97M-V def2-TZVPD def2/J DEFGRID3
* xyz 0 1
N -2.3550 -2.2625 0.3837
N -2.3967 -1.1456 -0.4572
C -1.7742 -0.1206 0.0658
C -0.5767 -0.3173 0.9728
C 0.9063 -0.2475 0.5965
C 1.9123 0.4033 1.2807
C 3.2147 0.4172 0.6904
C 3.5176 -0.3489 -0.5105
C 2.3635 -1.0546 -1.3242
C 1.1423 -0.9873 -0.6616
N -2.2306 1.0619 -0.2923
N -1.4682 2.0967 0.2416
O -0.7469 2.4926 -0.9852
H -3.3092 -2.3763 0.8112
H -2.3386 -3.1491 -0.0806
H -3.1644 -0.9891 -1.0363
H -1.0347 0.3042 1.9323
H -0.5608 -1.3433 1.4507
H 1.8896 0.7828 2.4520
H 4.1329 0.7714 1.2194
H 4.4722 -0.2447 -0.7676
H 2.5273 -1.7291 -2.1139
H 0.1715 -1.5589 -1.0376
H -2.1577 2.9487 0.3741
H 0.2657 1.9230 -1.1128
*
```

Orbital gap (eV): 9.1
Energy above the lowest of the compared OMol25 structures with the same formula, charge and spin (eV): 6.6616

No. 2
Here is a cluster of 6 separate species, C30H30N6 in total from the Open Molecules 2025 dataset. Energies are from wB97M-V/def2-TZVPD.

The geometry in ORCA input format:
```
! RIJCOSX wB97M-V def2-TZVPD def2/J DEFGRID3
* xyz 0 1
C -6.1776 -15.5116 4.9722
C -7.4151 -15.5022 5.6030
C -7.6296 -14.5682 6.5671
N -6.7459 -13.5930 6.7623
C -5.6860 -13.4918 6.0641
C -5.2715 -14.4938 5.1832
H -5.9459 -16.4003 4.3537
H -8.1889 -16.2471 5.4039
H -8.4887 -14.6021 7.1757
H -5.1142 -12.6023 6.2460
H -4.2976 -14.5748 4.7205
C -4.6147 -15.7276 1.1777
C -5.3621 -14.5968 1.3721
C -6.6815 -14.7289 1.4230
N -7.3775 -15.9018 1.6279
C -6.6523 -17.0186 1.4906
C -5.2609 -16.9714 1.1974
H -3.5023 -15.7377 1.0667
H -4.8952 -13.6393 1.3525
H -7.3217 -13.8371 1.5818
H -7.1413 -17.9904 1.6204
H -4.6540 -17.8783 1.0199
C -4.2022 -20.9463 5.7702
C -4.3424 -20.8117 4.4114
C -4.9115 -19.7145 3.8779
N -5.4155 -18.7017 4.6147
C -5.3739 -18.8747 5.9589
C -4.7446 -19.9495 6.5420
H -3.7279 -21.7866 6.2246
H -3.9165 -21.5343 3.7404
H -4.9876 -19.5544 2.8297
H -5.6066 -17.9868 6.6407
H -4.8274 -19.9912 7.6125
C -1.5329 -17.4587 2.6865
C -2.1916 -17.6137 3.8639
C -2.5161 -16.5060 4.6207
N -2.2150 -15.2471 4.2641
C -1.4210 -15.1132 3.2147
C -1.1163 -16.2018 2.3595
H -1.2905 -18.2517 1.9712
H -2.6786 -18.5066 4.0930
H -3.1208 -16.6510 5.5587
H -1.2291 -14.1089 2.8312
H -0.5934 -15.9909 1.4263
C -7.2468 -21.6816 2.1357
C -7.6555 -20.7276 1.2448
C -6.8788 -20.3213 0.1385
N -5.6398 -20.7995 0.0388
C -5.2213 -21.7942 0.8507
C -6.0770 -22.3610 1.8384
H -7.7773 -21.8937 2.9843
H -8.6037 -20.2360 1.3543
H -7.1517 -19.5693 -0.5743
H -4.2542 -22.2061 0.7159
H -5.7785 -23.2584 2.4182
C -11.0710 -19.0202 2.7942
C -11.1165 -20.3774 3.0533
C -10.2025 -20.9897 3.9103
N -9.2347 -20.2869 4.4946
C -9.1146 -18.9752 4.1886
C -9.9780 -18.3093 3.3252
H -11.8281 -18.5257 2.2192
H -11.8628 -21.0172 2.6112
H -10.2907 -22.0262 4.1674
H -8.3041 -18.4278 4.6986
H -9.8072 -17.2856 3.1180
*
```

Orbital gap (eV): 9.5
Energy above the lowest of the compared OMol25 structures with the same formula, charge and spin (eV): 1.8571

No. 3
Here is an isolated molecule of C19H27N5O4S from the Open Molecules 2025 dataset. Energies are from wB97M-V/def2-TZVPD.

The geometry in ORCA input format:
```
! RIJCOSX wB97M-V def2-TZVPD def2/J DEFGRID3
* xyz 0 1
C 3.3680 -1.8905 4.3717
C 4.6296 -1.3484 3.6984
C 4.4958 0.0878 3.3028
C 5.1099 1.2236 3.8427
N 4.7367 2.3685 3.2668
N 3.8619 1.9814 2.3327
C 3.2007 2.7924 1.4727
C 2.3577 2.2177 0.5818
C 2.1932 0.7984 0.6085
C 1.2253 0.1087 -0.3355
O 0.5464 -0.8156 0.0700
N 1.1358 0.6002 -1.6026
C 2.2656 1.2045 -2.3039
C 0.0923 0.0718 -2.4921
C -1.3157 0.3438 -1.9862
C 0.3338 -1.4136 -2.8053
N -0.2511 -1.7796 -4.0848
C 0.3200 -1.3632 -5.2341
O 1.4133 -0.8259 -5.2710
C -0.5008 -1.6108 -6.5069
C -1.0746 -3.0263 -6.5691
C 0.2917 -1.2660 -7.7718
C -0.6996 -0.7744 -8.8304
C -1.5439 0.2939 -8.1467
S -1.8718 -0.3769 -6.5174
O -3.1292 -1.0840 -6.5322
O -1.6369 0.6288 -5.5107
N 2.8294 0.0210 1.4361
C 3.6762 0.6052 2.3106
H 3.4926 -2.9388 4.6464
H 3.1385 -1.3251 5.2761
H 2.5151 -1.8132 3.6972
H 5.4869 -1.4507 4.3671
H 4.8499 -1.9474 2.8118
H 5.8285 1.2607 4.6475
H 3.3995 3.8498 1.5652
H 1.8009 2.8260 -0.1139
H 2.0268 2.2182 -2.6333
H 3.1492 1.2373 -1.6733
H 2.4990 0.6051 -3.1868
H 0.2225 0.6156 -3.4288
H -2.0343 0.0427 -2.7498
H -1.5141 -0.1966 -1.0630
H -1.4563 1.4110 -1.8120
H 1.4046 -1.6089 -2.8575
H -0.0924 -2.0421 -2.0273
H -1.1975 -2.1193 -4.1031
H -0.2603 -3.7407 -6.4434
H -1.8267 -3.2115 -5.8050
H -1.5529 -3.2014 -7.5316
H 1.0105 -0.4828 -7.5302
H 0.8543 -2.1378 -8.1057
H -0.1856 -0.3679 -9.6999
H -1.3395 -1.5885 -9.1765
H -0.9894 1.2196 -7.9987
H -2.5047 0.4959 -8.6144
*
```

Orbital gap (eV): 8.5
Energy above the lowest of the compared OMol25 structures with the same formula, charge and spin (eV): 2.4850

No. 4
Here is a structure of composition C22H23N6O3V from the Open Molecules 2025 dataset. Energies are from wB97M-V/def2-TZVPD.

The geometry in ORCA input format:
```
! RIJCOSX wB97M-V def2-TZVPD def2/J DEFGRID3
* xyz 2 3
V 0.3029 0.1112 0.7730
C -3.6357 0.0638 2.2659
C -2.1901 -0.1568 2.0114
N -1.6001 0.2204 0.8974
N -2.2583 0.7099 -0.1277
C -1.4279 0.8967 -1.1403
O -0.1928 0.5942 -0.9142
C -1.8989 1.3189 -2.4469
C -3.2627 1.5498 -2.6789
C -3.7055 1.8613 -3.9483
C -2.8001 1.9674 -4.9980
C -1.4461 1.7470 -4.7752
C -0.9917 1.4296 -3.5112
C -1.2920 -0.8695 2.8814
C -1.6424 -1.4712 4.0980
C -0.7020 -2.2232 4.7738
C 0.5776 -2.3447 4.2325
C 0.8595 -1.7203 3.0280
N -0.0429 -0.9964 2.3673
H -4.0642 0.6044 1.4254
H -3.7829 0.6348 3.1835
H -4.1582 -0.8864 2.3802
H -3.9531 1.4678 -1.8549
H -4.7605 2.0162 -4.1238
H -3.1516 2.2116 -5.9891
H -0.7530 1.8178 -5.5985
H 0.0609 1.2572 -3.3338
H -2.6378 -1.3495 4.4905
H -0.9541 -2.7092 5.7046
H 1.3399 -2.9147 4.7414
H 1.8448 -1.8066 2.5744
N 5.1720 -2.0609 -2.4410
C 4.2862 -1.2373 -1.8663
O 4.4745 -0.0581 -1.6543
C 2.9578 -1.8434 -1.4632
C 2.3599 -2.9679 -2.0306
C 1.0821 -3.3203 -1.6213
C 0.4206 -2.5395 -0.6850
N 0.9912 -1.4621 -0.1500
C 2.2276 -1.1402 -0.5142
H 6.0542 -1.6793 -2.7470
H 5.0139 -3.0421 -2.5907
H 2.8629 -3.5516 -2.7855
H 0.5922 -4.1817 -2.0470
H -0.5888 -2.7726 -0.3602
H 2.6727 -0.2432 -0.0678
C 0.7854 3.6890 0.9824
C 1.2239 2.6668 1.9786
N 2.0556 3.0352 2.9443
O 0.8281 1.4850 1.9048
H 1.6373 3.9702 0.3627
H 0.4188 4.5903 1.4695
H 0.0044 3.2810 0.3380
H 2.3835 3.9855 3.0359
H 2.4031 2.3659 3.6197
*
```

Orbital gap (spin up / spin down) (eV): 7.0 / 6.7

No. 5
Here is a structure of composition C4H8O2 from the Open Molecules 2025 dataset. Energies are from wB97M-V/def2-TZVPD.

The geometry in ORCA input format:
```
! RIJCOSX wB97M-V def2-TZVPD def2/J DEFGRID3
* xyz 0 1
C 1.9735 0.0320 -0.3435
O 0.9731 -0.7585 -0.1353
C -0.7919 0.0670 -0.2815
C -1.6898 -1.0572 0.1147
C -0.3983 1.0760 0.5857
O 0.4717 1.9353 0.1772
H 2.3283 0.1568 -1.3790
H 1.4238 1.2737 -0.1233
H 2.7334 0.0801 0.4497
H -0.6841 0.2673 -1.3439
H -1.2522 -2.0038 -0.2186
H -1.8270 -1.1040 1.1992
H -2.6700 -0.9512 -0.3626
H -0.5904 0.9864 1.6610
*
```

Orbital gap (eV): 9.0
Energy above the lowest of the compared OMol25 structures with the same formula, charge and spin (eV): 4.1309

No. 6
Here is a cluster of 2 separate species, H5NO in total from the Open Molecules 2025 dataset. Energies are from wB97M-V/def2-TZVPD.

The geometry in ORCA input format:
```
! RIJCOSX wB97M-V def2-TZVPD def2/J DEFGRID3
* xyz 0 1
N -0.2504 -0.1537 1.1537
H 0.1668 0.0634 0.2430
H 0.1459 -1.0489 1.4573
H 0.0831 0.5582 1.8115
O 0.1953 0.3769 -1.2945
H -0.7874 0.3327 -1.2705
H 0.4466 -0.1287 -2.1004
*
```

Orbital gap (eV): 10.3
Energy above the lowest of the compared OMol25 structures with the same formula, charge and spin (eV): 0.4989

No. 7
Here is a cluster of 6 separate species, C27H58O9P2 in total from the Open Molecules 2025 dataset. Energies are from wB97M-V/def2-TZVPD.

The geometry in ORCA input format:
```
! RIJCOSX wB97M-V def2-TZVPD def2/J DEFGRID3
* xyz 0 1
C -5.0666 3.2238 2.4008
C -5.0063 2.0603 1.4482
O -4.0946 1.0623 1.9226
P -3.9280 -0.1468 0.8791
O -5.2207 -0.7516 0.5899
C -2.8614 -1.3954 1.6199
C -2.9740 -1.4565 3.1578
C -1.5850 -1.4078 3.8033
P -0.5566 -2.8949 3.4492
O 0.7243 -2.2817 2.5766
O -3.3232 0.4670 -0.4707
C -1.8916 0.3699 -0.6993
C -1.0505 1.1341 0.2910
H -5.6429 3.0076 3.2917
H -5.5914 4.0155 1.8751
H -4.0868 3.6133 2.6512
H -4.7268 2.4432 0.4722
H -6.0080 1.6649 1.3358
H -1.8161 -1.3124 1.3506
H -3.2166 -2.3271 1.2083
H -3.6255 -0.6962 3.5689
H -3.4138 -2.4080 3.4357
H -1.6533 -1.3594 4.8784
H -1.0823 -0.5268 3.4162
H -1.3004 -3.6629 2.5073
H 1.2248 -3.0234 2.1968
H -1.7175 0.8170 -1.6660
H -1.6227 -0.6787 -0.7519
H -1.2171 2.2005 0.2348
H -0.0128 0.9823 0.0077
H -1.1441 0.7808 1.3109
C 2.3215 1.0124 -4.1826
C 1.4440 1.6992 -5.2256
C 0.0528 1.2260 -4.8260
O 0.0873 1.0371 -3.4034
C 1.4405 1.0830 -2.9432
H 3.2908 1.4880 -4.0391
H 2.4913 -0.0290 -4.4656
H 1.5184 2.7846 -5.1177
H 1.6976 1.4419 -6.2528
H -0.1954 0.2715 -5.2949
H -0.7272 1.9421 -5.0781
H 1.5861 2.0255 -2.4022
H 1.6189 0.2581 -2.2511
C 4.2475 -0.4976 2.8808
C 3.6747 -0.9953 4.2030
C 4.6372 -2.1205 4.5535
O 5.9064 -1.7546 4.0060
C 5.7445 -0.6447 3.1190
H 3.9563 0.5212 2.6304
H 3.9288 -1.1524 2.0662
H 3.7306 -0.2044 4.9550
H 2.6407 -1.3298 4.1350
H 4.3242 -3.0669 4.0963
H 4.7392 -2.2741 5.6288
H 6.1584 0.2470 3.6026
H 6.3054 -0.8322 2.2027
C 2.9519 -6.3428 6.4197
C 2.2622 -5.3591 7.3596
C 1.3636 -4.5913 6.3991
O 1.0112 -5.5042 5.3582
C 1.8300 -6.6728 5.4444
H 3.3512 -7.2242 6.9192
H 3.7728 -5.8465 5.8966
H 1.6570 -5.9019 8.0892
H 2.9502 -4.7127 7.9026
H 1.8925 -3.7427 5.9497
H 0.4553 -4.2183 6.8720
H 1.2138 -7.5004 5.8129
H 2.1955 -6.9309 4.4496
C -4.0558 -0.4027 -8.0183
C -2.8461 -0.6492 -8.9145
C -1.8660 0.3987 -8.4055
O -2.1512 0.5802 -7.0161
C -3.3929 -0.0554 -6.6929
H -4.7286 -1.2551 -7.9427
H -4.6274 0.4510 -8.3890
H -2.4501 -1.6519 -8.7390
H -3.0573 -0.5488 -9.9778
H -2.0086 1.3577 -8.9155
H -0.8241 0.0968 -8.5224
H -3.1776 -0.9559 -6.1082
H -3.9930 0.6178 -6.0809
C 2.3620 6.1483 -2.1047
C 0.8836 6.2582 -2.4674
C 0.3697 4.8783 -2.0828
O 1.1758 4.4336 -0.9876
C 2.3093 5.2937 -0.8454
H 2.8483 7.1089 -1.9434
H 2.9021 5.6211 -2.8948
H 0.4041 7.0236 -1.8532
H 0.7033 6.5002 -3.5135
H 0.4889 4.1664 -2.9078
H -0.6780 4.8844 -1.7813
H 2.1645 5.9113 0.0475
H 3.2051 4.6879 -0.7047
*
```

Orbital gap (eV): 8.6

No. 8
Here is a structure of composition C4H14N2O from the Open Molecules 2025 dataset. Energies are from wB97M-V/def2-TZVPD.

The geometry in ORCA input format:
```
! RIJCOSX wB97M-V def2-TZVPD def2/J DEFGRID3
* xyz 2 1
C -1.3828 1.2204 -0.4074
C -0.7465 1.3416 1.0341
C 0.6719 0.8413 1.1940
C 1.8062 -1.1979 1.6503
N 1.0894 -0.5748 0.7553
N -1.5651 -0.1430 -0.8480
H -0.7889 1.7974 -1.1197
H -2.3378 1.7281 -0.2977
H -1.4629 0.6554 1.5694
H -0.8602 2.4003 1.3544
H 0.7571 0.8100 2.2785
H 1.3107 1.5831 0.6594
H 2.2506 -0.6331 2.4866
H 2.0911 -2.2538 1.4470
H 1.5076 -0.6522 -0.2594
H -1.8310 -0.7694 -0.0815
H -2.4093 -0.1172 -1.4616
H -0.3506 -1.0528 -1.3934
H 0.0106 -1.8638 -3.0604
H 0.8735 -0.6554 -3.0430
O 0.3505 -1.1886 -2.4265
*
```

Orbital gap (eV): 9.7
Energy above the lowest of the compared OMol25 structures with the same formula, charge and spin (eV): 3.9525

Number 1: electronic energy -606.03861 Eh, largest force on an atom 0.145 hartree/bohr. Number 2: electronic energy -1489.62694 Eh, largest force on an atom 0.095 hartree/bohr. Number 3: electronic energy -1713.15649 Eh, largest force on an atom 0.005 hartree/bohr. Number 4: electronic energy -2350.01302 Eh, largest force on an atom 0.050 hartree/bohr. Number 5: electronic energy -307.56062 Eh, largest force on an atom 0.007 hartree/bohr. Number 6: electronic energy -132.97454 Eh, largest force on an atom 0.049 hartree/bohr. Number 7: electronic energy -2423.41149 Eh, largest force on an atom 0.038 hartree/bohr. Number 8: electronic energy -344.80467 Eh, largest force on an atom 0.071 hartree/bohr.